{
  "formula": "C16H13AsBrClNO7S4Tc",
  "method": "ωB97M-V/def2-TZVPD",
  "species": ["Tc", "O", "C", "O", "C", "O", "C", "C", "O", "O", "H", "H", "H", "H", "H", "S", "As", "S", "S", "S", "Cl", "C", "C", "C", "C", "C", "C", "C", "O", "O", "H", "H", "H", "H", "Br", "C", "C", "C", "N", "C", "C", "H", "H", "H", "H"],
  "positions_angstrom": [[-0.8632, -0.5571, -0.7720], [-2.5997, 3.2906, 0.5706], [-2.5335, 2.0281, 0.2573], [-1.5756, 1.5508, -0.3514], [-3.7461, 1.2704, 0.7574], [-3.8542, -0.0330, 0.2454], [-4.4717, -0.1345, -1.0205], [-3.4721, 0.0903, -2.1360], [-3.5612, 0.6954, -3.1354], [-2.2766, -0.6340, -1.8438], [-1.8100, 3.7774, 0.2791], [-4.6368, 1.8719, 0.5590], [-3.6400, 1.1919, 1.8422], [-5.2902, 0.5763, -1.1445], [-4.8551, -1.1513, -1.1174], [-0.6212, -4.9735, 1.5074], [-1.5882, -3.8612, 0.1551], [-1.6852, -1.2996, 1.3638], [-0.1045, -2.5546, -1.0883], [-3.3351, -3.8504, -0.8550], [5.8540, -0.4766, 4.6541], [4.3787, -0.5371, 3.7989], [3.3193, -1.2848, 4.3141], [2.1316, -1.3350, 3.6221], [1.9988, -0.6335, 2.4131], [3.0731, 0.1126, 1.9053], [4.2595, 0.1636, 2.5969], [0.7728, -0.6918, 1.6743], [-0.1791, -1.4786, 2.1208], [0.5695, -0.0389, 0.6063], [3.4421, -1.8143, 5.2478], [1.3046, -1.9116, 4.0122], [2.9676, 0.6450, 0.9699], [5.0996, 0.7330, 2.2262], [3.3558, 2.3697, -5.0811], [2.2532, 1.5248, -3.8487], [1.9805, 2.1216, -2.6191], [1.1534, 1.4740, -1.7357], [0.6033, 0.2745, -2.0108], [0.8782, -0.3063, -3.1967], [1.6864, 0.2884, -4.1369], [2.4045, 3.0808, -2.3596], [0.9167, 1.9028, -0.7743], [0.4243, -1.2670, -3.3943], [1.8716, -0.2092, -5.0778]],
  "lowdin_charge": [1.23, 0.22, -0.43, -0.02, -0.09, -0.21, -0.07, -0.42, 0.24, -0.29, 0.17, 0.16, 0.16, 0.16, 0.13, 0.20, -0.18, 0.78, 0.36, 0.18, 0.79, -0.63, -0.05, 0.03, -0.13, 0.02, -0.06, -0.47, -0.38, -0.20, 0.12, 0.13, 0.12, 0.12, 0.91, -0.66, -0.06, -0.10, -0.11, -0.11, -0.06, 0.12, 0.11, 0.09, 0.13],
  "total_charge": 2,
  "multiplicity": 1,
  "homo_lumo_gap_ev": 5.6,
  "largest_force_ev_per_a": 0.17,
  "homo_ev": -14.7,
  "e_above_lowest_kcal_mol": 0.3,
  "energy_ev": -221553.329
}